The following is a DFT calculation (ωB97M-V/def2-TZVPD) of a molecular structure, C21H23F6N3O5PPdS4.

energy above the lowest of the compared OMol25 structures with the same formula, charge and spin	4.32	kcal/mol
gap between HOMO and LUMO (spin up / spin down)	0.272 / 0.204	Eh
total charge	+1
HOMO (spin up / spin down)	-11.070 / -11.900	eV
⟨S²⟩	6.057
calculated total energy	-4015.35392	Eh
max |F|	0.019	Eh/bohr
E_LUMO (spin up / spin down)	-3.66 / -6.36	eV
spin multiplicity	5

Geometry as XYZ:
```
64
Properties=species:S:1:pos:R:3:mulliken_spin:R:1
Pd 0.301 0.503 0.276 1.21
C 2.170 -2.843 -2.661 0.00
C 2.029 -1.858 -1.543 0.12
N 0.902 -1.192 -1.355 0.02
N 0.008 -1.437 -2.291 0.49
C -1.206 -0.844 -2.195 -0.08
S -1.628 0.411 -1.173 0.49
S -2.305 -1.558 -3.318 0.09
C -3.887 -0.777 -2.896 0.02
C -4.448 -1.156 -1.544 -0.01
C -4.440 -2.473 -1.096 0.01
C -5.016 -2.802 0.123 0.00
C -5.609 -1.819 0.904 0.00
C -5.623 -0.503 0.460 0.00
C -5.041 -0.174 -0.756 0.00
C 3.184 -1.634 -0.669 0.19
C 4.438 -1.761 -1.201 0.07
C 5.594 -1.439 -0.461 0.26
C 5.504 -1.014 0.866 -0.02
C 4.279 -0.911 1.457 0.22
C 3.062 -1.201 0.725 0.13
O 1.955 -1.131 1.287 0.29
H 1.223 -3.320 -2.890 0.01
H 2.920 -3.587 -2.409 0.00
H 2.487 -2.322 -3.569 0.02
H -4.546 -1.120 -3.696 0.00
H -3.776 0.303 -2.992 0.00
H -3.993 -3.249 -1.706 0.00
H -5.014 -3.832 0.454 0.00
H -6.070 -2.078 1.848 0.00
H -6.098 0.266 1.055 0.00
H -5.052 0.853 -1.101 0.00
H 4.559 -2.068 -2.231 0.01
H 6.559 -1.522 -0.941 0.00
H 6.397 -0.771 1.425 0.01
H 4.164 -0.611 2.490 0.00
F -0.381 5.401 1.498 0.00
C 0.715 5.083 0.821 0.01
F 1.725 5.839 1.221 0.00
F 0.500 5.271 -0.476 0.00
S 1.089 3.311 1.132 0.01
O -0.091 2.663 0.530 0.06
O 1.239 3.162 2.545 0.00
N 2.422 2.987 0.385 -0.01
S 2.633 2.224 -0.978 0.01
O 1.400 1.760 -1.605 0.03
O 3.697 1.274 -0.834 0.01
C 3.295 3.494 -2.129 0.00
F 3.580 2.894 -3.281 0.00
F 2.399 4.449 -2.336 0.00
F 4.398 4.024 -1.620 0.00
C -2.284 1.035 2.470 0.01
P -0.891 -0.084 2.219 0.27
C 0.106 0.004 3.720 0.03
C -1.591 -1.746 2.136 0.01
H -2.793 0.806 3.408 0.01
H -2.983 0.924 1.641 -0.01
H -1.913 2.060 2.490 0.00
H -0.485 -0.272 4.594 0.01
H 0.472 1.027 3.825 0.00
H 0.956 -0.668 3.613 0.00
H -2.142 -1.977 3.050 0.01
H -0.781 -2.464 2.006 0.00
H -2.270 -1.807 1.283 0.00
```